Entry 1:
Formula: C6H7N
Source: the Open Molecules 2025 dataset
Level of theory: the ωB97M-V functional and the def2-TZVPD basis

The gap between HOMO and LUMO comes out at 10.45 eV. As for the highest occupied orbital energy: -9.581 eV. The SMILES is N#CC1CC=CC1. Its LUMO energy is 0.87 eV.

Geometry as ORCA input:
```
! wB97M-V def2-TZVPD RIJCOSX def2/J DEFGRID3
* xyz 0 1
N -0.39 3.35 -0.37
C -0.39 2.22 -0.09
C -0.22 0.80 0.38
C 1.12 0.25 -0.17
C 0.95 -1.24 -0.08
C -0.31 -1.64 -0.07
C -1.26 -0.46 -0.01
H -0.25 0.84 1.46
H 1.28 0.55 -1.22
H 1.98 0.62 0.40
H 1.80 -1.91 -0.05
H -0.60 -2.69 0.04
H -1.49 0.13 -0.86
H -2.13 -0.70 0.64
*
```

=====

Entry 2:
Formula: C9H14
Source: the Open Molecules 2025 dataset
Level of theory: the ωB97M-V functional and the def2-TZVPD basis

The gap between HOMO and LUMO (alpha / beta) comes out at 2.74 / 6.83 eV. As for the expectation value of S²: 0.760. As for the highest occupied orbital energy (alpha / beta): 0.946 / -3.267 eV. Its LUMO energy (alpha / beta) is 3.69 / 3.56 eV.

Geometry as ORCA input:
```
! wB97M-V def2-TZVPD RIJCOSX def2/J DEFGRID3
* xyz -1 2
C -0.69 -2.87 -2.45
C -0.06 0.68 -0.04
C 0.54 0.55 -1.34
C -0.79 -0.36 0.47
C 0.28 -0.57 -2.17
C -1.02 -1.50 -0.33
C -0.45 -1.63 -1.62
H 0.16 1.60 0.51
H 1.38 1.18 -1.72
H -1.15 -0.27 1.52
H 0.46 -0.47 -3.24
H -1.75 -2.24 0.06
H -0.13 -2.69 -3.38
H -1.74 -3.04 -2.77
H -0.24 -3.72 -1.95
C 1.21 1.85 2.72
C 0.59 3.04 3.43
H 0.50 1.52 1.94
H 2.16 1.98 2.22
H 1.31 0.95 3.39
H 1.00 3.24 4.43
H -0.43 2.87 3.69
H 0.73 3.94 2.78
*
```

=====

Entry 3:
Formula: C23H32F4N4O2S3V
Source: the Open Molecules 2025 dataset
Level of theory: the ωB97M-V functional and the def2-TZVPD basis

The gap between HOMO and LUMO (alpha / beta) comes out at 7.94 / 7.63 eV. As for the expectation value of S²: 2.021. As for the highest occupied orbital energy (alpha / beta): -10.621 / -10.625 eV. Its LUMO energy (alpha / beta) is -2.69 / -2.99 eV.

Geometry as ORCA input:
```
! wB97M-V def2-TZVPD RIJCOSX def2/J DEFGRID3
* xyz 1 3
V 0.46 0.37 0.79
C 1.35 2.26 2.90
N 1.37 0.81 2.67
C 2.74 0.35 2.86
C 0.49 0.13 3.63
C -0.09 -1.15 3.01
N -0.62 -0.77 1.72
C -1.65 -1.44 1.18
C -2.35 -0.86 0.10
F -1.79 0.27 -0.45
C -3.55 -1.34 -0.38
F -4.21 -0.66 -1.33
C -4.08 -2.52 0.11
C -3.35 -3.20 1.07
F -3.79 -4.38 1.51
C -2.18 -2.69 1.61
F -1.52 -3.41 2.53
H 1.70 2.50 3.91
H 2.03 2.75 2.19
H 0.35 2.66 2.77
H 3.10 0.62 3.86
H 2.81 -0.73 2.76
H 3.40 0.82 2.13
H 1.03 -0.12 4.55
H -0.34 0.80 3.88
H 0.68 -1.92 2.89
H -0.88 -1.53 3.68
H -5.02 -2.90 -0.26
C -1.94 0.25 -5.14
C -0.62 0.98 -4.98
S 0.04 0.98 -3.26
C 1.50 -0.10 -3.41
C 1.19 -1.58 -3.36
S 0.31 -2.06 -1.82
C -1.20 -2.79 -2.53
C -2.12 -1.79 -3.22
S -1.79 -1.56 -5.01
H -2.34 0.44 -6.14
H -2.66 0.58 -4.40
H -0.76 2.03 -5.24
H 0.15 0.55 -5.61
H 2.12 0.17 -2.55
H 2.03 0.14 -4.33
H 2.12 -2.15 -3.39
H 0.56 -1.88 -4.20
H -1.70 -3.22 -1.66
H -0.91 -3.58 -3.21
H -2.04 -0.81 -2.76
H -3.15 -2.14 -3.15
N -1.78 2.40 1.44
C -0.96 2.87 0.46
C -1.21 4.09 -0.18
C -0.29 4.59 -1.07
C 0.89 3.87 -1.30
C 1.06 2.67 -0.64
N 0.16 2.17 0.20
H -2.72 2.76 1.46
H -1.66 1.43 1.71
H -2.13 4.62 0.03
H -0.47 5.52 -1.59
H 1.65 4.25 -1.96
H 1.96 2.08 -0.79
C 4.15 -0.87 -0.58
O 2.95 -0.12 -0.35
C 1.97 -0.73 0.33
O 2.02 -1.85 0.76
H 4.59 -0.51 -1.51
H 3.92 -1.93 -0.63
H 4.85 -0.69 0.24
*
```

=====

Entry 4:
Formula: C3H9OPS2
Source: the Open Molecules 2025 dataset
Level of theory: the ωB97M-V functional and the def2-TZVPD basis

The gap between HOMO and LUMO comes out at 9.20 eV. As for the highest occupied orbital energy: -8.689 eV. The SMILES is CC(C)[P@@](O)(=S)S. Its LUMO energy is 0.51 eV.

Geometry as ORCA input:
```
! wB97M-V def2-TZVPD RIJCOSX def2/J DEFGRID3
* xyz 0 1
C 0.85 1.05 0.73
C 0.89 -0.30 -1.34
C 0.31 -0.23 0.03
O -2.03 0.58 -1.53
P -1.92 -0.23 -0.21
S -2.98 -1.92 -0.04
S -2.61 1.23 1.21
H 0.44 1.01 1.69
H 2.02 1.01 0.63
H 0.71 1.96 0.10
H 0.87 0.72 -1.76
H 0.60 -1.06 -2.06
H 1.87 -0.52 -1.07
H 0.29 -1.18 0.60
H -2.95 0.55 -1.84
H -3.23 0.26 1.76
*
```

=====

Entry 5:
Formula: C3GaLi2O3
Source: the Open Molecules 2025 dataset
Level of theory: the ωB97M-V functional and the def2-TZVPD basis

The gap between HOMO and LUMO (alpha / beta) comes out at 8.98 / 5.66 eV. As for the expectation value of S²: 0.760. As for the highest occupied orbital energy (alpha / beta): -17.875 / -17.836 eV. Its LUMO energy (alpha / beta) is -8.89 / -12.17 eV.

Geometry as ORCA input:
```
! wB97M-V def2-TZVPD RIJCOSX def2/J DEFGRID3
* xyz 2 2
O -2.42 0.56 -0.48
C -1.34 0.89 0.01
O -0.71 1.95 0.00
Ga 1.14 1.77 0.65
Li -2.35 -1.43 -0.50
C -0.43 -0.52 0.37
C 0.73 -0.95 0.20
O 1.96 -0.84 0.32
Li 3.42 -1.42 -0.57
*
```

=====

Entry 6:
Formula: C3HO3
Source: the Open Molecules 2025 dataset
Level of theory: the ωB97M-V functional and the def2-TZVPD basis

The gap between HOMO and LUMO comes out at 8.25 eV. As for the highest occupied orbital energy: -4.010 eV. The SMILES is O=C=CC(=O)[O-]. Its LUMO energy is 4.24 eV.

Geometry as ORCA input:
```
! wB97M-V def2-TZVPD RIJCOSX def2/J DEFGRID3
* xyz -1 1
C -1.24 0.54 1.07
C -0.49 0.28 0.10
C 0.36 1.66 -0.31
O 1.30 2.03 0.35
O -1.82 0.79 2.22
O -0.24 2.01 -1.30
H -0.18 -0.57 -0.56
*
```

=====

Entry 7:
Formula: C12H9AsAuCl2N3OS4
Source: the Open Molecules 2025 dataset
Level of theory: the ωB97M-V functional and the def2-TZVPD basis

The gap between HOMO and LUMO (alpha / beta) comes out at 5.74 / 5.75 eV. As for the highest occupied orbital energy (alpha / beta): -1.671 / -1.676 eV. Its LUMO energy (alpha / beta) is 4.07 / 4.07 eV.

Geometry as ORCA input:
```
! wB97M-V def2-TZVPD RIJCOSX def2/J DEFGRID3
* xyz -2 1
Au 0.83 -1.46 -0.99
S 0.60 -3.97 -5.28
As 0.60 -2.16 -4.18
S 2.31 -1.96 -2.77
S -0.78 -2.27 -2.40
S 0.30 -0.34 -5.24
Cl -1.15 0.39 3.07
C -0.68 -1.31 3.02
C -0.88 -2.02 4.18
C -0.51 -3.36 4.24
C 0.07 -3.94 3.12
C 0.27 -3.20 1.96
Cl 1.08 -4.03 0.67
C -0.11 -1.82 1.80
N 0.06 -0.98 0.77
H -1.32 -1.52 5.03
H -0.67 -3.94 5.14
H 0.39 -4.97 3.13
N -1.81 3.06 0.92
C -1.09 3.85 0.08
O -1.26 5.06 0.03
C -0.13 3.13 -0.82
C 0.24 3.72 -2.03
C 1.07 3.02 -2.88
C 1.53 1.76 -2.49
N 1.21 1.22 -1.32
C 0.39 1.89 -0.51
H -2.39 3.51 1.60
H -1.65 2.06 1.00
H -0.15 4.69 -2.28
H 1.35 3.41 -3.85
H 2.14 1.14 -3.14
H 0.14 1.35 0.41
*
```

=====

Entry 8:
Formula: C8H14N
Source: the Open Molecules 2025 dataset
Level of theory: the ωB97M-V functional and the def2-TZVPD basis

The gap between HOMO and LUMO comes out at 8.92 eV. As for the highest occupied orbital energy: -13.552 eV. Its LUMO energy is -4.64 eV.

Geometry as ORCA input:
```
! wB97M-V def2-TZVPD RIJCOSX def2/J DEFGRID3
* xyz 1 1
C 0.68 1.14 -0.01
C 2.02 -0.63 -2.14
C 0.79 -0.75 -1.64
C -0.61 1.08 0.71
C -0.19 -1.81 -2.02
C -1.76 1.80 0.16
C 0.53 -0.37 2.45
C -0.75 0.25 1.92
N 0.34 0.11 -0.66
H 1.54 1.79 0.00
H 2.71 0.13 -1.82
H 2.36 -1.32 -2.90
H -1.21 -1.46 -1.91
H -0.06 -2.69 -1.39
H -0.04 -2.11 -3.06
H -2.67 1.20 0.17
H -1.58 2.19 -0.84
H -1.95 2.67 0.81
H 1.29 0.39 2.62
H 0.93 -1.10 1.75
H 0.34 -0.87 3.39
H -1.19 0.90 2.68
H -1.51 -0.53 1.75
*
```

=====

Entry 9:
Formula: C10H13O3
Source: the Open Molecules 2025 dataset
Level of theory: the ωB97M-V functional and the def2-TZVPD basis

The gap between HOMO and LUMO comes out at 6.66 eV. As for the highest occupied orbital energy: -3.711 eV. Its LUMO energy is 2.94 eV.

Geometry as ORCA input:
```
! wB97M-V def2-TZVPD RIJCOSX def2/J DEFGRID3
* xyz -1 1
C 2.64 0.04 -1.87
C 1.01 0.09 0.03
C 1.84 0.78 -0.93
C 0.21 0.83 0.91
C 1.75 2.19 -1.11
C 0.26 2.22 0.78
C 1.00 2.87 -0.18
O -0.62 2.96 1.51
H 1.28 -0.95 0.07
H -0.52 0.35 1.65
H 3.34 -0.58 -1.23
H 3.12 0.67 -2.56
H 2.20 2.74 -1.94
H 0.92 3.95 -0.07
H -0.35 3.89 1.39
H 2.14 -0.65 -2.50
C -1.51 -2.25 0.28
C -2.98 -1.92 -0.05
C -1.14 -2.22 1.78
O -2.06 -1.92 2.58
O -0.06 -2.64 2.15
H -1.36 -3.30 0.07
H -1.01 -1.66 -0.33
H -3.69 -2.09 0.74
H -3.18 -2.49 -0.90
H -3.24 -0.91 -0.29
*
```

=====

Entry 10:
Formula: C3H3BrO
Source: the Open Molecules 2025 dataset
Level of theory: the ωB97M-V functional and the def2-TZVPD basis

The gap between HOMO and LUMO comes out at 11.23 eV. As for the highest occupied orbital energy: -10.765 eV. Its LUMO energy is 0.46 eV.

Geometry as ORCA input:
```
! wB97M-V def2-TZVPD RIJCOSX def2/J DEFGRID3
* xyz 0 1
C -2.02 0.08 -0.18
C -2.52 -0.32 0.83
C 1.12 -1.11 0.06
O 0.32 -0.86 -0.67
Br 4.11 1.32 0.36
H -1.84 0.59 -1.04
H 3.43 1.27 -0.98
H -2.60 -0.97 1.61
*
```

=====

Entry 11:
Formula: C44H49Cl2N4NaO5P2S2
Source: the Open Molecules 2025 dataset
Level of theory: the ωB97M-V functional and the def2-TZVPD basis

The gap between HOMO and LUMO comes out at 4.73 eV. As for the highest occupied orbital energy: -1.391 eV. Its LUMO energy is 3.34 eV.

Geometry as ORCA input:
```
! wB97M-V def2-TZVPD RIJCOSX def2/J DEFGRID3
* xyz -2 1
Na 0.30 0.21 0.91
S 2.12 -2.58 1.98
P 0.13 -2.91 1.73
C -0.70 -1.92 0.67
P -1.48 -2.47 -0.69
S -1.83 -1.24 -2.26
C -3.18 -3.15 -0.34
C -3.67 -3.11 0.95
C -4.95 -3.55 1.25
C -5.76 -4.06 0.24
C -5.29 -4.09 -1.07
C -4.01 -3.63 -1.36
C -0.58 -3.91 -1.43
C -1.10 -5.17 -1.68
C -0.33 -6.16 -2.27
C 0.99 -5.91 -2.61
C 1.53 -4.66 -2.34
C 0.76 -3.67 -1.75
C -0.57 -2.77 3.44
C -0.22 -3.65 4.45
C -0.73 -3.50 5.73
C -1.57 -2.43 6.03
C -1.91 -1.53 5.03
C -1.42 -1.71 3.74
C -0.05 -4.75 1.50
C 0.99 -5.52 0.99
C 0.82 -6.88 0.76
C -0.39 -7.49 1.03
C -1.44 -6.73 1.55
C -1.26 -5.37 1.78
H -3.02 -2.71 1.73
H -5.32 -3.50 2.27
H -6.76 -4.41 0.47
H -5.92 -4.46 -1.87
H -3.67 -3.59 -2.38
H -2.11 -5.40 -1.38
H -0.75 -7.15 -2.44
H 1.60 -6.68 -3.07
H 2.57 -4.45 -2.58
H 1.20 -2.71 -1.51
H 0.46 -4.46 4.24
H -0.45 -4.20 6.51
H -1.95 -2.29 7.03
H -2.55 -0.68 5.24
H -1.68 -1.02 2.94
H 1.94 -5.04 0.79
H 1.64 -7.45 0.34
H -0.53 -8.55 0.84
H -2.39 -7.19 1.77
H -2.08 -4.80 2.18
C 3.57 0.77 2.37
O 3.26 0.97 1.01
C 3.93 0.07 0.16
C 3.45 0.31 -1.25
O 2.15 -0.21 -1.39
C 1.61 0.08 -2.66
H 4.58 1.15 2.59
H 3.50 -0.29 2.64
H 2.83 1.31 2.96
H 3.72 -0.96 0.45
H 5.02 0.25 0.20
H 4.13 -0.18 -1.97
H 3.45 1.39 -1.47
H 2.20 -0.40 -3.45
H 1.60 1.16 -2.84
H 0.59 -0.30 -2.67
C 3.67 7.90 -2.08
C 3.12 6.66 -2.78
N 1.71 6.75 -3.11
C 1.37 7.54 -4.29
C 1.54 6.75 -5.58
C 0.76 5.87 -2.66
O -0.32 5.76 -3.23
C 1.08 5.07 -1.44
C 1.47 5.66 -0.24
C 1.69 4.85 0.85
C 1.53 3.47 0.71
N 1.15 2.90 -0.43
C 0.91 3.69 -1.47
H 4.73 7.76 -1.86
H 3.15 8.08 -1.15
H 3.57 8.79 -2.71
H 3.28 5.78 -2.15
H 3.68 6.47 -3.70
H 2.01 8.42 -4.28
H 0.34 7.87 -4.18
H 2.56 6.41 -5.72
H 1.28 7.37 -6.44
H 0.88 5.88 -5.57
H 1.58 6.73 -0.17
H 1.95 5.25 1.82
H 1.69 2.81 1.54
H 0.57 3.21 -2.38
Cl -1.74 4.28 2.78
C -1.57 2.58 3.33
Cl -2.54 2.32 4.81
C -0.07 2.23 3.55
O 0.52 2.74 4.49
O 0.34 1.45 2.66
H -2.02 1.98 2.54
N -3.59 2.85 -0.79
C -4.12 1.65 -0.37
C -3.08 0.98 0.19
N -1.93 1.73 0.13
C -2.27 2.84 -0.46
H -4.07 3.59 -1.28
H -5.14 1.38 -0.54
H -3.06 -0.03 0.58
H -1.63 3.68 -0.68
*
```

=====

Entry 12:
Formula: C4H17NO5S2
Source: the Open Molecules 2025 dataset
Level of theory: the ωB97M-V functional and the def2-TZVPD basis

The gap between HOMO and LUMO (alpha / beta) comes out at 3.38 / 6.69 eV. As for the expectation value of S²: 0.753. As for the highest occupied orbital energy (alpha / beta): -0.574 / -3.915 eV. Its LUMO energy (alpha / beta) is 2.80 / 2.78 eV.

Geometry as ORCA input:
```
! wB97M-V def2-TZVPD RIJCOSX def2/J DEFGRID3
* xyz -1 2
S 0.64 4.09 -1.78
S 1.04 3.66 0.17
C 1.04 1.84 0.18
C -0.47 1.36 0.35
C -1.19 1.02 -0.93
O -0.87 0.08 -1.73
N -0.49 0.14 1.25
C -1.81 -0.43 1.46
H 1.78 3.55 -2.25
H 1.55 1.36 1.02
H 1.41 1.53 -0.80
H -1.05 2.14 0.87
H -1.98 1.76 -1.22
H 0.11 -0.59 0.94
H -2.53 -0.15 0.67
H -1.76 -1.52 1.41
H -2.43 0.02 2.25
H 2.35 -2.52 0.21
H 1.68 -1.48 1.15
O 1.91 -1.69 0.23
H -0.13 -1.90 -0.38
H 0.39 -2.97 -1.28
O -0.43 -2.64 -0.91
H 1.87 -0.49 3.66
H 0.77 -0.30 2.64
O 1.54 -0.88 2.84
H -1.38 -1.87 -2.71
H -0.52 -1.17 -3.72
O -1.03 -1.98 -3.60
*
```

=====

Entry 13:
Formula: C15H29GeMoN4
Source: the Open Molecules 2025 dataset
Level of theory: the ωB97M-V functional and the def2-TZVPD basis

The gap between HOMO and LUMO (alpha / beta) comes out at 6.80 / 6.75 eV. As for the expectation value of S²: 2.033. As for the highest occupied orbital energy (alpha / beta): -18.134 / -18.139 eV. Its LUMO energy (alpha / beta) is -11.33 / -11.38 eV.

Geometry as ORCA input:
```
! wB97M-V def2-TZVPD RIJCOSX def2/J DEFGRID3
* xyz 3 3
Mo 0.28 0.05 0.32
C 2.81 0.22 1.92
C 2.99 0.90 0.54
N 2.27 0.13 -0.50
C 2.22 0.77 -1.84
C 1.06 1.74 -1.93
C 1.06 2.85 -2.76
C -0.01 3.74 -2.70
C -0.96 3.57 -1.70
C -0.91 2.44 -0.90
C -1.78 2.21 0.30
N -1.05 1.39 1.30
C -0.03 2.15 2.06
C 0.76 1.22 3.01
N 1.39 0.07 2.32
N 0.03 1.47 -1.10
H 3.38 0.78 2.67
H 3.24 -0.78 1.87
H 4.07 0.93 0.33
H 2.63 1.94 0.55
H 2.79 -0.75 -0.62
H 2.09 -0.02 -2.60
H 3.16 1.29 -2.08
H 1.87 3.04 -3.45
H -0.08 4.58 -3.38
H -1.73 4.31 -1.55
H -2.70 1.68 0.02
H -2.08 3.18 0.73
H -1.74 1.06 1.99
H -0.51 2.93 2.68
H 0.64 2.67 1.35
H 0.06 0.83 3.76
H 1.51 1.81 3.56
H 1.35 -0.72 2.97
C -0.93 -4.87 -1.27
Ge -1.73 -3.24 -0.40
C -2.87 -2.21 -1.64
C -2.66 -3.85 1.26
C -0.25 -1.93 0.21
H -1.78 -5.50 -1.54
H -0.28 -5.44 -0.61
H -0.39 -4.58 -2.17
H -3.61 -2.90 -2.05
H -2.31 -1.79 -2.48
H -3.41 -1.41 -1.14
H -3.33 -4.66 0.97
H -3.26 -3.03 1.66
H -1.98 -4.22 2.02
H 0.27 -1.51 -0.75
H 0.44 -2.56 0.79
*
```

=====

Entry 14:
Formula: C2H7N2OPS
Source: the Open Molecules 2025 dataset
Level of theory: the ωB97M-V functional and the def2-TZVPD basis

The gap between HOMO and LUMO comes out at 8.54 eV. As for the highest occupied orbital energy: -9.238 eV. The SMILES is N[P@@H](=O)NCC=S. Its LUMO energy is -0.70 eV.

Geometry as ORCA input:
```
! wB97M-V def2-TZVPD RIJCOSX def2/J DEFGRID3
* xyz 0 1
C -0.79 -1.11 0.30
C -1.73 -0.34 -0.60
N 0.58 -1.01 -0.27
N 1.02 1.68 0.65
O 2.72 0.07 -0.63
P 1.34 0.43 -0.50
S -2.94 0.70 -0.35
H -0.95 -0.82 1.44
H -1.20 -2.24 0.20
H 0.70 0.78 -1.67
H -1.39 -0.71 -1.65
H 1.27 -1.48 0.25
H 1.91 2.16 0.65
H 0.23 2.20 0.33
*
```

=====

Entry 15:
Formula: CH20O8S
Source: the Open Molecules 2025 dataset
Level of theory: the ωB97M-V functional and the def2-TZVPD basis

The gap between HOMO and LUMO comes out at 9.16 eV. As for the highest occupied orbital energy: -9.012 eV. The SMILES is CS.O.O.O.O.O.O.O.O. Its LUMO energy is 0.15 eV.

Geometry as ORCA input:
```
! wB97M-V def2-TZVPD RIJCOSX def2/J DEFGRID3
* xyz 0 1
C -1.18 -0.82 1.87
S -2.73 -1.66 1.49
H -0.51 -1.25 2.55
H -0.61 -0.58 0.92
H -1.54 0.18 2.20
H -2.30 -2.90 1.29
H 1.90 -1.20 -0.01
H 2.80 -2.25 0.51
O 2.82 -1.31 0.28
H 1.69 0.68 2.37
H 1.12 1.44 1.03
O 1.03 0.70 1.68
H 3.66 0.66 0.56
H 2.98 0.76 -0.82
O 3.35 1.29 -0.10
H -2.55 0.86 -1.76
H -3.15 -0.37 -1.22
O -2.97 0.04 -2.09
H -1.05 -0.36 -2.36
H 0.19 0.56 -2.05
O -0.33 -0.18 -1.74
H 0.78 3.28 -0.49
H 1.89 2.09 -0.43
O 0.93 2.31 -0.54
H -0.91 -1.91 -0.99
H -0.50 -3.16 -1.89
O -0.37 -2.70 -1.06
H -0.77 2.28 0.10
H -1.92 1.37 0.61
O -1.74 2.15 0.07
*
```

=====

Asked for F_max across the records above, the calculation gives 2.6 2.2 2.3 3.6 5.7 8.0 0.8 3.3 4.5 2.8 0.6 2.3 3.7 2.9 3.2 eV/A in order.